Record 1
DFT (ωB97M-V/def2-TZVPD) results for a molecular structure, C31H28F3N7O7Re.

```
! wB97M-V def2-TZVPD RIJCOSX def2/J DEFGRID3
* xyz 0 4
Re -0.056 -0.259 0.164
C 2.706 -0.654 -3.257
C 1.993 -0.042 -2.074
O 1.394 -0.860 -1.311
C 2.080 1.337 -1.882
C 1.610 2.098 -0.798
C 2.024 3.543 -0.745
N 0.842 1.621 0.184
N 0.702 2.521 1.218
C 0.040 2.292 2.284
O -0.685 1.210 2.632
C 0.079 3.313 3.355
C -0.029 2.926 4.690
C -0.016 3.881 5.693
C 0.080 5.227 5.369
C 0.169 5.616 4.039
C 0.175 4.664 3.033
H 3.573 -1.210 -2.895
H 2.045 -1.367 -3.752
H 3.041 0.094 -3.971
H 2.647 1.879 -2.624
H 2.627 3.797 -1.613
H 1.132 4.169 -0.722
H 2.585 3.752 0.165
H -0.127 1.876 4.929
H -0.102 3.586 6.731
H 0.086 5.975 6.151
H 0.215 6.669 3.789
H 0.238 4.950 1.992
C 2.830 0.456 2.584
C 2.001 -0.776 2.609
N 1.037 -1.101 1.762
C 0.582 -2.352 2.118
C 1.282 -2.785 3.206
N 2.163 -1.778 3.494
C 1.263 -4.015 4.037
O 0.446 -4.962 3.656
O 1.991 -4.083 5.001
C -0.426 -3.034 1.258
O -0.746 -4.199 1.508
O -0.871 -2.333 0.285
H 2.927 0.810 1.560
H 3.820 0.248 2.988
H 2.368 1.251 3.171
H 2.803 -1.827 4.273
H -0.032 -4.729 2.799
C -2.437 -0.539 -4.879
N -2.120 0.036 -3.595
C -2.214 1.452 -3.329
C -1.656 1.545 -1.909
O -1.561 2.552 -1.258
N -1.267 0.272 -1.528
C -1.559 -0.580 -2.538
N -1.321 -1.879 -2.497
H -3.397 -0.158 -5.224
H -2.514 -1.621 -4.806
H -1.674 -0.296 -5.623
H -3.244 1.807 -3.378
H -1.603 2.046 -4.013
H -1.100 -2.296 -1.591
H -1.623 -2.479 -3.241
F -6.701 3.970 4.818
C -7.137 2.790 4.321
F -8.248 3.074 3.605
F -7.525 2.041 5.368
C -6.082 2.127 3.499
C -5.513 2.834 2.437
C -4.452 2.305 1.744
C -3.893 1.057 2.132
C -4.574 0.299 3.118
C -5.634 0.844 3.806
C -2.677 0.649 1.622
C -1.385 0.536 1.553
H -5.913 3.803 2.166
H -3.995 2.846 0.926
H -4.221 -0.697 3.351
H -6.122 0.278 4.588
*
```

Properties
<S²>	3.817
E_HOMO (alpha / beta)	-7.136 / -6.992	eV
HOMO-LUMO gap (alpha / beta)	7.1 / 6.3	eV
largest force on an atom	0.892	eV Å⁻¹
relative energy (zero: lowest compared OMol25 entry of this formula, charge and spin)	60.1	kJ/mol
electronic energy	-67649.0235	eV

Computed Löwdin charges, given in elementary charges: 1.4918 -0.0192 -0.4690 -0.1680 -0.0340 -0.3187 -0.0307 -0.1234 0.1007 -0.3361 -0.0372 -0.1440 -0.0251 -0.0790 -0.0902 -0.0799 -0.0229 0.0891 0.0783 0.0744 0.0937 0.0732 0.0837 0.0811 0.1152 0.1030 0.1010 0.1022 0.1101 0.0290 -0.2917 0.0116 -0.0966 -0.0625 0.1957 -0.4917 0.1442 0.1029 -0.5257 0.0696 -0.1346 0.0788 0.0903 0.0831 0.1772 0.0631 -0.0138 -0.0918 -0.0266 -0.4526 0.0850 0.0235 -0.3639 0.2348 0.0974 0.0806 0.0993 0.1408 0.1416 0.0840 0.1080 0.1318 -0.5806 0.1309 0.1311 -0.1264 -0.0136 -0.0042 -0.2280 -0.0064 -0.0119 0.0787 -0.2887 0.1246 0.1161 0.1184 0.1191


Record 2
DFT (ωB97M-V/def2-TZVPD) results for a gas-phase ion, C5H12N2O (charge +1) in a non-equilibrium geometry.

```
! wB97M-V def2-TZVPD RIJCOSX def2/J DEFGRID3
* xyz 1 2
N -2.242 -1.448 0.802
C -1.510 -0.470 0.026
C -1.512 -0.745 -1.481
C -0.083 -0.361 0.625
N 0.656 0.666 -0.044
C 1.679 1.391 0.614
C 3.141 1.302 0.096
O 3.766 0.302 0.131
H -3.207 -1.338 0.605
H -2.008 -2.403 0.608
H -1.961 0.482 0.298
H -0.570 -1.148 -1.871
H -1.573 0.186 -2.065
H -2.385 -1.349 -1.699
H 0.450 -1.314 0.633
H -0.202 -0.086 1.658
H 0.849 0.456 -1.023
H 1.369 2.444 0.665
H 1.774 1.178 1.690
H 3.570 2.253 -0.267
*
```

Properties
<S²>	0.755
E_HOMO (alpha / beta)	-13.550 / -13.458	eV
HOMO-LUMO gap (alpha / beta)	9.7 / 5.3	eV
largest force on an atom	2.396	eV Å⁻¹
relative energy (zero: lowest compared OMol25 entry of this formula, charge and spin)	154.2	kJ/mol
electronic energy	-10397.7036	eV

Computed Löwdin charges, given in elementary charges: 0.0578 -0.4168 -0.0420 -0.1134 0.1530 -0.0984 -0.1959 0.1502 0.0796 0.0877 0.1439 0.0812 0.0866 0.0865 0.1727 0.1344 0.1744 0.1595 0.1542 0.1448


> Which formula does entry 2 have?

C5H12N2O


Copy entry 2 word for word.
DFT (ωB97M-V/def2-TZVPD) results for a gas-phase ion, C5H12N2O (charge +1) in a non-equilibrium geometry.

```
! wB97M-V def2-TZVPD RIJCOSX def2/J DEFGRID3
* xyz 1 2
N -2.242 -1.448 0.802
C -1.510 -0.470 0.026
C -1.512 -0.745 -1.481
C -0.083 -0.361 0.625
N 0.656 0.666 -0.044
C 1.679 1.391 0.614
C 3.141 1.302 0.096
O 3.766 0.302 0.131
H -3.207 -1.338 0.605
H -2.008 -2.403 0.608
H -1.961 0.482 0.298
H -0.570 -1.148 -1.871
H -1.573 0.186 -2.065
H -2.385 -1.349 -1.699
H 0.450 -1.314 0.633
H -0.202 -0.086 1.658
H 0.849 0.456 -1.023
H 1.369 2.444 0.665
H 1.774 1.178 1.690
H 3.570 2.253 -0.267
*
```

Properties
<S²>	0.755
E_HOMO (alpha / beta)	-13.550 / -13.458	eV
HOMO-LUMO gap (alpha / beta)	9.7 / 5.3	eV
largest force on an atom	2.396	eV Å⁻¹
relative energy (zero: lowest compared OMol25 entry of this formula, charge and spin)	154.2	kJ/mol
electronic energy	-10397.7036	eV

Computed Löwdin charges, given in elementary charges: 0.0578 -0.4168 -0.0420 -0.1134 0.1530 -0.0984 -0.1959 0.1502 0.0796 0.0877 0.1439 0.0812 0.0866 0.0865 0.1727 0.1344 0.1744 0.1595 0.1542 0.1448


> What is the largest force on an atom in the first record?

0.892 eV Å⁻¹


Copy entry 2 word for word.
DFT (ωB97M-V/def2-TZVPD) results for a gas-phase ion, C5H12N2O (charge +1) in a non-equilibrium geometry.

```
! wB97M-V def2-TZVPD RIJCOSX def2/J DEFGRID3
* xyz 1 2
N -2.242 -1.448 0.802
C -1.510 -0.470 0.026
C -1.512 -0.745 -1.481
C -0.083 -0.361 0.625
N 0.656 0.666 -0.044
C 1.679 1.391 0.614
C 3.141 1.302 0.096
O 3.766 0.302 0.131
H -3.207 -1.338 0.605
H -2.008 -2.403 0.608
H -1.961 0.482 0.298
H -0.570 -1.148 -1.871
H -1.573 0.186 -2.065
H -2.385 -1.349 -1.699
H 0.450 -1.314 0.633
H -0.202 -0.086 1.658
H 0.849 0.456 -1.023
H 1.369 2.444 0.665
H 1.774 1.178 1.690
H 3.570 2.253 -0.267
*
```

Properties
<S²>	0.755
E_HOMO (alpha / beta)	-13.550 / -13.458	eV
HOMO-LUMO gap (alpha / beta)	9.7 / 5.3	eV
largest force on an atom	2.396	eV Å⁻¹
relative energy (zero: lowest compared OMol25 entry of this formula, charge and spin)	154.2	kJ/mol
electronic energy	-10397.7036	eV

Computed Löwdin charges, given in elementary charges: 0.0578 -0.4168 -0.0420 -0.1134 0.1530 -0.0984 -0.1959 0.1502 0.0796 0.0877 0.1439 0.0812 0.0866 0.0865 0.1727 0.1344 0.1744 0.1595 0.1542 0.1448